The following is a DFT calculation (ωB97M-V with the def2-TZVPD basis set) of a structure of composition C31H61Cl25IN4O4S2 at a distorted geometry.

Geometry as XYZ:
```
128
Properties=species:S:1:pos:R:3:forces:R:3
O -0.826 1.379 3.873 0.8904 0.1218 -0.5228
S -1.257 0.019 3.773 -1.5761 0.5374 0.8264
O -2.558 -0.245 4.329 -0.1002 -0.7784 -0.0823
C -0.094 -1.060 4.651 -0.0738 0.1178 0.0507
N 1.183 -0.434 4.777 0.3482 -0.0248 -0.7842
C 1.805 -0.053 3.657 1.1310 0.6197 1.2593
N 1.370 -0.254 2.441 -0.6046 -0.4226 -0.8957
C 2.235 0.324 1.595 -0.2385 -0.0736 1.3477
C 2.023 0.328 0.144 0.2122 -0.6949 -0.3214
C 3.280 0.277 -0.722 -0.3217 0.8474 -0.3661
C 3.057 -0.286 -2.143 0.5399 0.5667 0.4780
C 3.374 0.746 -3.223 -0.1895 -1.5820 -0.3243
S 5.086 1.221 -3.308 0.1680 2.0428 0.1975
O 5.149 2.350 -4.177 -0.0693 -0.2048 -0.7358
O 5.646 1.433 -2.007 -0.0561 -0.8331 0.3567
Cl 6.128 -0.291 -4.175 -0.4435 -0.1498 0.1346
N 3.207 0.892 2.316 1.2039 0.6239 -0.9753
I 4.836 2.013 1.779 -0.2369 -0.1666 0.0968
N 2.977 0.650 3.637 -1.4437 -0.8273 -0.0958
H -1.312 -0.422 2.491 0.4381 0.0025 0.0808
H -0.083 -2.033 4.164 0.1319 -0.0348 -0.2379
H -0.523 -1.184 5.638 -0.2078 0.0938 0.1521
H 1.604 -0.222 5.664 -0.1563 -0.0996 0.2891
H 1.422 -0.555 -0.061 -0.2070 -0.1419 0.1703
H 1.386 1.181 -0.103 0.1847 -0.1051 0.0892
H 3.602 1.302 -0.863 0.2404 0.1684 0.1494
H 4.110 -0.226 -0.242 -0.0186 -0.2650 0.1891
H 3.737 -1.124 -2.262 -0.2103 -0.3667 -0.2320
H 2.033 -0.602 -2.312 -0.1184 -0.2390 0.0399
H 2.773 1.644 -3.160 0.2676 0.4757 0.2067
H 3.128 0.298 -4.185 0.1758 0.1375 -0.2726
H 3.564 0.955 4.394 0.2441 0.2250 -0.0630
Cl 4.082 -0.430 6.369 0.1735 -0.0252 -0.1930
C 4.503 -0.493 8.107 0.1708 0.0667 0.3386
C 3.835 -1.672 8.759 -0.0914 -0.1112 -0.0102
Cl 2.067 -1.472 8.781 0.1199 -0.0477 -0.0057
H 4.195 0.448 8.554 -0.1070 -0.0038 -0.0512
H 5.585 -0.575 8.183 0.0039 -0.0726 -0.1633
H 4.178 -1.764 9.788 -0.0332 0.0727 0.0237
H 4.059 -2.599 8.237 0.0345 0.0252 -0.0387
Cl -2.043 3.524 -3.450 0.0062 -0.0284 -0.0953
C -2.033 3.250 -1.693 -0.0259 -0.0142 -0.1777
C -0.748 3.721 -1.071 -0.1176 0.0856 0.2245
Cl 0.643 2.710 -1.581 -0.0928 0.3375 -0.2547
H -2.197 2.190 -1.517 0.0122 -0.0237 -0.0218
H -2.867 3.800 -1.270 -0.0116 0.0756 -0.0173
H -0.816 3.646 0.014 0.0316 -0.0634 0.0075
H -0.521 4.751 -1.333 0.0516 -0.0362 -0.1132
Cl -0.572 -1.173 10.815 -0.1030 0.0457 0.0102
C -0.933 0.571 10.725 -0.0013 0.0190 0.0249
C -1.602 0.953 9.429 -0.1471 0.0420 0.1295
Cl -0.510 0.812 8.022 0.0187 -0.0023 -0.0622
H -0.002 1.113 10.871 0.0347 -0.0337 -0.0548
H -1.599 0.798 11.555 -0.0447 -0.0010 -0.0276
H -1.919 1.993 9.474 0.0571 0.0204 -0.0076
H -2.473 0.334 9.234 0.0455 -0.0640 -0.0401
Cl 3.184 -0.357 -6.757 0.1084 -0.1018 -0.0213
C 2.295 0.808 -7.774 -0.0720 0.1006 -0.1535
C 1.713 1.936 -6.966 0.0142 0.1519 -0.0010
Cl 0.404 1.372 -5.894 0.1372 0.1071 0.1812
H 1.521 0.259 -8.304 -0.0415 -0.0195 0.0691
H 3.001 1.202 -8.503 0.0549 0.0137 0.0574
H 1.280 2.678 -7.636 -0.0681 -0.0526 -0.0178
H 2.464 2.425 -6.349 0.0362 -0.0811 0.0242
Cl -1.278 2.456 -8.881 0.0328 0.0545 -0.0841
C -2.752 1.983 -7.999 -0.0518 0.0291 0.1407
C -4.002 2.230 -8.802 -0.0507 -0.1075 -0.0405
Cl -4.334 3.969 -9.018 -0.0112 0.0341 0.0246
H -2.768 2.528 -7.058 0.0365 0.0573 -0.0311
H -2.662 0.923 -7.784 -0.0084 -0.0932 -0.0516
H -4.859 1.809 -8.280 0.0162 0.0250 0.0555
H -3.940 1.779 -9.789 0.0576 0.0839 -0.0408
Cl -5.816 0.703 1.868 1.1789 -10.0866 10.7638
C -5.663 0.451 3.633 0.4033 -1.1587 0.3398
C -6.668 -0.544 4.150 0.1839 -0.0271 0.3489
Cl -8.336 0.077 4.069 -0.0936 0.0463 -0.0857
H -5.774 1.418 4.117 -0.0907 0.2016 0.0160
H -4.653 0.088 3.815 -0.0536 0.0056 0.1527
H -6.457 -0.760 5.195 -0.0944 -0.0296 0.0342
H -6.631 -1.474 3.589 -0.0372 0.0204 -0.0351
Cl -2.749 3.178 -12.269 0.0232 -0.0546 -0.0642
C -2.989 4.940 -12.375 -0.0133 0.1126 0.1189
C -3.860 5.327 -13.541 -0.0552 0.0637 0.0016
Cl -3.060 5.037 -15.107 -0.0094 -0.0193 -0.0122
H -2.010 5.407 -12.437 0.0299 -0.0549 -0.0686
H -3.462 5.248 -11.444 -0.0460 -0.0405 -0.0063
H -4.085 6.391 -13.491 0.0440 0.0124 0.0144
H -4.796 4.774 -13.537 0.0254 -0.0585 -0.0202
Cl 4.183 -2.927 1.574 -0.0575 0.1247 0.0065
C 4.670 -2.848 3.291 0.1292 0.0650 0.0188
C 3.974 -3.889 4.124 -0.1136 0.1302 0.0461
Cl 2.222 -3.562 4.283 0.0305 -0.0262 -0.0085
H 4.460 -1.844 3.655 -0.0426 -0.0167 -0.0159
H 5.745 -3.011 3.328 -0.0025 -0.0670 0.0019
H 4.389 -3.890 5.129 0.0136 0.0529 0.0168
H 4.088 -4.879 3.703 -0.1246 -0.0530 -0.0685
Cl -3.757 2.834 1.097 -0.0166 0.0562 0.1565
C -5.503 2.880 1.466 0.1825 3.0259 -0.0955
C -6.290 2.002 0.530 -1.7654 3.9423 -3.4040
Cl -6.292 2.641 -1.134 0.0118 0.5481 -0.8984
H -5.829 3.915 1.414 0.1290 0.2536 -0.3948
H -5.623 2.528 2.489 0.2219 1.6406 -0.2628
H -7.327 1.955 0.859 -0.0251 0.2466 -0.4130
H -5.889 0.993 0.501 -0.1843 1.2462 -6.0836
Cl 7.511 -4.016 6.856 -0.0704 0.0649 -0.0354
C 6.550 -5.513 6.991 -0.0319 -0.0673 0.0922
C 6.896 -6.518 5.923 0.0191 -0.0772 0.0590
Cl 6.398 -5.964 4.300 0.2318 -0.1377 -0.0148
H 5.499 -5.237 6.946 -0.0085 0.0013 -0.0329
H 6.754 -5.937 7.972 0.0543 -0.0109 -0.0092
H 6.370 -7.450 6.119 -0.0504 0.0182 -0.0218
H 7.962 -6.723 5.889 0.0217 0.0805 -0.0201
Cl 0.952 -2.639 -4.904 0.0126 0.0474 0.0363
C -0.534 -3.457 -5.453 -0.0706 -0.1128 0.0235
C -1.031 -2.916 -6.769 -0.0597 -0.0824 -0.0459
Cl -1.636 -1.245 -6.615 -0.0201 -0.1301 -0.0004
H -1.282 -3.348 -4.673 0.0004 0.0655 0.0155
H -0.294 -4.514 -5.560 0.0324 0.0064 -0.0441
H -1.862 -3.527 -7.120 -0.0243 0.0003 0.0388
H -0.253 -2.921 -7.528 0.0523 0.0614 0.0450
Cl -2.075 -2.964 0.803 0.1098 0.0537 0.0341
C -3.769 -2.432 0.611 -0.1398 0.1092 0.1585
C -4.419 -3.006 -0.619 -0.0338 -0.0516 -0.0420
Cl -3.716 -2.342 -2.116 0.0317 0.0060 -0.0176
H -3.771 -1.345 0.592 0.0218 0.0219 -0.0543
H -4.305 -2.761 1.499 -0.0003 -0.0536 -0.0088
H -5.477 -2.751 -0.623 0.0024 0.0502 0.0210
H -4.323 -4.088 -0.654 0.0594 -0.0004 -0.0166
```
Forces are in eV/Å.

Output
Total charge: +1
Highest occupied orbital energy: -0.403 Ha
Calculated total energy: -390108.4808 eV
Orbital gap: 7.028 eV